Molecular formula: C61H64GeMoN2O2P2S6Te
Method: DFT, ωB97M-V/def2-TZVPD

The spin multiplicity is 3. For the relative energy (zero: lowest compared OMol25 entry of this formula, charge and spin), the calculation gives 324.4 kJ/mol. As for the charge: 0. The calculation puts the highest occupied orbital energy (spin up / spin down) at -6.109 / -6.197 eV. The expectation value of S² is 2.023.

Each line ends with the Löwdin charge.
Geometry (Å):
Mo 0.01261 0.21786 -0.23401  0.966
N -1.77365 -0.19411 3.00948  -0.390
P -1.02588 -1.00406 1.64475  0.872
C -2.14451 -2.51942 1.81516  -0.347
C -2.09093 -3.22263 3.02157  -0.094
C -2.94535 -4.27934 3.28375  -0.072
C -3.89004 -4.66599 2.34031  -0.082
C -3.97290 -3.97038 1.14691  -0.082
C -3.11076 -2.90839 0.89632  -0.160
C 0.45913 -1.76223 2.43213  -0.370
C 0.96775 -2.93786 1.88035  -0.095
C 2.03926 -3.58375 2.46750  -0.075
C 2.63500 -3.05515 3.61030  -0.096
C 2.16371 -1.86785 4.14197  -0.083
C 1.07960 -1.22263 3.55039  -0.104
P -2.43862 1.41013 2.83640  1.021
C -3.14975 1.56172 4.52044  -0.366
C -3.71665 0.48910 5.20888  -0.092
C -4.27815 0.67963 6.45967  -0.082
C -4.28064 1.94506 7.03702  -0.088
C -3.71731 3.01575 6.36243  -0.087
C -3.15022 2.82172 5.10862  -0.110
C -3.95330 1.02105 1.87841  -0.355
C -4.45461 -0.26430 1.70804  -0.106
C -5.57856 -0.48345 0.92058  -0.080
C -6.21466 0.58369 0.30379  -0.087
C -5.72936 1.87431 0.48289  -0.083
C -4.60257 2.08899 1.25966  -0.109
H -1.22699 -0.24387 3.86267  0.030
H -1.36570 -2.94633 3.77714  0.106
H -2.87501 -4.80180 4.22856  0.104
H -4.55837 -5.49255 2.54065  0.103
H -4.71209 -4.24451 0.40495  0.105
H -3.25741 -2.35537 -0.02244  0.053
H 0.50131 -3.37120 1.00068  0.108
H 2.41448 -4.49908 2.03016  0.101
H 3.46490 -3.56922 4.07706  0.107
H 2.62943 -1.43849 5.01946  0.105
H 0.73212 -0.29364 3.98633  0.090
H -3.71701 -0.49493 4.75545  0.096
H -4.72378 -0.15508 6.98471  0.102
H -4.72108 2.09219 8.01430  0.102
H -3.71098 3.99924 6.81306  0.102
H -2.70708 3.65660 4.57716  0.093
H -3.97326 -1.09707 2.20580  0.074
H -5.96060 -1.48960 0.80155  0.101
H -7.08916 0.41400 -0.31078  0.101
H -6.22178 2.71057 0.00421  0.103
H -4.21752 3.09572 1.38570  0.095
O 2.75767 0.79154 0.99291  -0.188
C 2.88655 2.25062 0.79026  -0.128
C 2.39981 2.90621 2.05669  -0.136
C 0.95491 2.49664 2.35766  -0.151
C -0.01570 3.02367 1.34870  -0.335
C -0.44044 4.34359 1.43447  -0.024
C -1.39535 4.82804 0.56912  -0.060
C -1.90615 3.96551 -0.38852  -0.075
C -1.38789 2.69423 -0.46654  -0.170
N -0.45743 2.21002 0.38086  -0.093
H 3.65390 0.39028 1.05813  0.072
H 2.27252 2.49661 -0.08226  0.037
H 3.93261 2.45205 0.56036  0.141
H 2.46831 3.98871 1.92360  0.127
H 3.04195 2.62962 2.89607  0.121
H 0.66205 2.87095 3.34069  0.121
H 0.88378 1.40567 2.37729  0.075
H -0.02238 4.97412 2.20783  0.128
H -1.72470 5.85761 0.62161  0.116
H -2.66279 4.28428 -1.08530  0.094
H -1.71885 2.02730 -1.26192  0.096
C 1.93445 -0.00176 -0.07497  -0.381
Ge 3.19523 -1.18811 -0.93604  0.975
C 3.06918 -3.14437 -0.97964  -0.257
C 3.93022 -3.94436 -0.23013  -0.116
C 3.92251 -5.32884 -0.36119  -0.093
C 3.06116 -5.94216 -1.25587  -0.091
C 2.20825 -5.16225 -2.02368  -0.080
C 2.21645 -3.78128 -1.88505  -0.117
C 3.71663 -0.57276 -2.69625  -0.301
C 4.43649 -1.39974 -3.56072  -0.110
C 4.96603 -0.89098 -4.73670  -0.087
C 4.77812 0.44894 -5.06351  -0.084
C 4.06280 1.27785 -4.21431  -0.092
C 3.54124 0.76559 -3.03136  -0.168
C 4.85946 -0.83303 0.13151  -0.269
C 6.00523 -0.27641 -0.44598  -0.071
C 7.15920 -0.07781 0.29902  -0.072
C 7.19730 -0.42638 1.64339  -0.083
C 6.07190 -0.96642 2.24352  -0.073
C 4.91819 -1.16419 1.49100  -0.138
H 4.62884 -3.49452 0.46522  0.090
H 4.60437 -5.92585 0.23143  0.103
H 3.06242 -7.01913 -1.36463  0.101
H 1.54342 -5.62839 -2.74055  0.100
H 1.54943 -3.19177 -2.49197  0.057
H 4.58577 -2.44522 -3.31482  0.101
H 5.52586 -1.53660 -5.40075  0.100
H 5.18896 0.84260 -5.98395  0.101
H 3.89176 2.31602 -4.46423  0.106
H 2.98741 1.42584 -2.36932  0.038
H 6.00010 0.00285 -1.49172  0.099
H 8.03374 0.35096 -0.17260  0.105
H 8.10187 -0.27728 2.21848  0.103
H 6.08787 -1.23854 3.29098  0.104
H 4.04132 -1.59159 1.97675  0.090
O 0.27327 -1.54297 -1.71486  -0.704
S -1.08368 -2.19468 -1.42535  0.897
C -1.52773 -3.17885 -2.91239  -0.283
C -2.44217 -2.35257 -3.80240  -0.218
C -3.32501 -1.55787 -2.84162  -0.211
C -2.35669 -0.94488 -1.84030  -0.363
H -2.02595 -4.07012 -2.52725  0.094
H -0.58416 -3.47154 -3.37266  0.084
H -3.02193 -2.97741 -4.48169  0.120
H -1.84511 -1.66258 -4.40088  0.072
H -4.03811 -2.21611 -2.33715  0.112
H -3.89737 -0.77985 -3.34774  0.121
H -2.82146 -0.59131 -0.91624  0.060
H -1.77580 -0.14889 -2.32656  0.021
C -1.20192 1.02200 -5.78583  -0.452
Te 0.32573 0.91710 -4.28847  1.180
C 0.94863 -0.98455 -5.04516  -0.428
H -1.75653 0.08763 -5.82760  -0.019
H -0.74537 1.21961 -6.75121  0.001
H -1.87239 1.84143 -5.53585  -0.042
H 1.66274 -0.84234 -5.85146  0.001
H 0.08316 -1.53967 -5.40526  -0.013
H 1.42208 -1.52774 -4.23585  -0.033
C -3.15624 4.24489 -3.78365  -0.403
S -1.39577 4.38034 -4.19186  0.798
C -0.74741 5.40853 -2.92724  -1.027
C 0.39388 5.11271 -2.25046  -1.192
S 1.29866 3.65370 -2.24047  0.442
S 0.93469 6.41371 -1.20679  0.878
C -0.33482 7.54791 -1.47024  -1.535
S -0.47574 8.98707 -0.67524  0.485
S -1.44814 6.99273 -2.65878  0.885
H -3.66568 3.96638 -4.70469  0.030
H -3.55938 5.19822 -3.44629  0.020
H -3.34688 3.47876 -3.03360  0.016